{"formula": "C20H26HgN3OSSe2", "method": "ωB97M-V/def2-TZVPD", "symbols": ["Hg", "O", "N", "C", "C", "C", "C", "C", "S", "H", "H", "H", "H", "Se", "C", "C", "C", "C", "N", "C", "Se", "N", "C", "C", "C", "C", "C", "C", "C", "C", "C", "C", "H", "H", "H", "H", "H", "H", "H", "H", "H", "H", "H", "H", "H", "H", "H", "H", "H", "H", "H", "H", "H", "H"], "coordinates": [[-0.16742, 1.70798, 0.49322], [1.05837, -0.34943, -0.32078], [2.01781, -0.55642, 0.59394], [3.24657, -1.03391, 0.13861], [4.25066, -1.32724, 1.02009], [4.09124, -1.15020, 2.39858], [2.82845, -0.62939, 2.82944], [1.82357, -0.34516, 1.94030], [0.25031, 0.26396, 2.44284], [3.30020, -1.13526, -0.93299], [5.18669, -1.69321, 0.60742], [4.89024, -1.35072, 3.09885], [2.63362, -0.43220, 3.87546], [-0.35841, 3.60358, -1.08609], [-2.38906, -2.75316, -4.07517], [-3.16810, -2.38353, -2.81890], [-2.28681, -2.10731, -1.60438], [-1.46692, -0.82225, -1.67569], [-2.26393, 0.35763, -2.02388], [-3.08131, 1.02598, -1.16382], [-3.52132, 0.45940, 0.52232], [-3.47343, 2.17018, -1.78169], [-4.20606, 3.26000, -1.17134], [-5.58797, 3.45374, -1.78361], [-6.52062, 2.25716, -1.60680], [-7.00600, 2.08511, -0.17271], [-2.87822, 2.25302, -3.02482], [-2.91553, 3.23795, -3.99785], [-2.16430, 3.03032, -5.14424], [-1.39308, 1.87878, -5.30260], [-1.34789, 0.90030, -4.31998], [-2.10658, 1.10319, -3.17899], [-3.05615, -3.00952, -4.90186], [-1.73792, -3.61149, -3.88997], [-1.75862, -1.93209, -4.41572], [-3.85907, -3.19636, -2.57417], [-3.79143, -1.50564, -3.01600], [-1.57551, -2.92852, -1.46820], [-2.90220, -2.06395, -0.70625], [-0.67846, -0.88708, -2.42387], [-0.96644, -0.63522, -0.72210], [-3.56700, 4.14214, -1.27397], [-4.26136, 3.03389, -0.10634], [-5.48482, 3.68754, -2.84646], [-6.03841, 4.33618, -1.31448], [-6.00026, 1.34946, -1.92604], [-7.38005, 2.37502, -2.27534], [-6.17377, 1.86276, 0.49549], [-7.71692, 1.26038, -0.09053], [-7.50359, 2.99430, 0.17896], [-3.46222, 4.15800, -3.84452], [-2.14984, 3.78928, -5.91672], [-0.79630, 1.76004, -6.19830], [-0.70584, 0.03748, -4.42605]], "forces_ev_per_a": [[0.3, 0.6, -0.2], [0.0, -0.1, -0.1], [0.1, 0.0, 0.0], [0.0, 0.0, 0.1], [0.1, 0.0, -0.2], [0.0, 0.0, 0.0], [0.0, 0.0, 0.1], [-0.2, 0.0, 0.0], [0.0, 0.1, 0.0], [0.0, 0.0, 0.0], [0.0, 0.0, 0.0], [0.0, 0.0, 0.0], [0.0, 0.0, 0.0], [-0.1, -0.4, 0.4], [0.0, 0.0, -0.1], [0.0, 0.0, 0.0], [0.0, 0.0, 0.0], [-0.2, 0.0, 0.0], [0.0, 0.1, 0.1], [0.2, -0.1, -0.1], [-0.2, 0.1, 0.0], [-0.2, -0.1, -0.1], [0.2, 0.0, 0.1], [0.0, 0.0, 0.0], [0.0, 0.0, 0.0], [0.0, 0.0, 0.0], [0.1, 0.0, -0.1], [0.0, 0.0, 0.1], [0.0, 0.0, 0.0], [0.0, 0.0, 0.0], [0.0, 0.0, 0.0], [-0.1, 0.0, -0.1], [0.0, 0.0, 0.0], [0.0, 0.0, 0.0], [0.0, 0.0, 0.0], [0.0, 0.0, 0.0], [0.0, 0.0, 0.0], [0.0, 0.0, 0.0], [0.0, 0.0, 0.0], [0.0, 0.0, 0.1], [0.0, -0.1, -0.1], [-0.1, 0.0, 0.0], [0.0, 0.0, 0.0], [0.0, 0.0, 0.0], [0.0, 0.0, 0.0], [0.0, 0.0, 0.0], [0.0, 0.0, 0.0], [0.0, 0.0, 0.0], [0.0, 0.0, 0.0], [0.0, 0.0, 0.0], [0.0, 0.0, 0.0], [0.0, 0.0, 0.0], [0.0, 0.0, 0.0], [0.0, 0.0, 0.0]], "total_charge": -2, "spin_multiplicity": 2, "e_tot_ev": -173382.5653, "homo_energy_ev": [1.70, -0.57]}